(i)
Formula: C3H9NOS
Source: OMol25
Level of theory: ωB97M-V with the def2-TZVPD basis set

Each line ends with the Löwdin charge.
Atoms and positions in Å:
N (-1.718, 1.600, 1.005)  0.115
C (-2.637, 1.508, -0.008)  -0.416
O (-2.518, 0.901, -1.041)  0.026
H (-1.995, 2.126, 1.813)  0.089
H (-1.289, 0.700, 1.181)  0.041
H (-3.470, 2.224, 0.143)  0.122
C (0.279, -0.853, 0.485)  -0.476
S (2.045, -0.663, 0.363)  0.738
C (2.287, -1.552, -1.205)  -0.421
H (-0.039, -1.899, 0.520)  0.050
H (-0.227, -0.350, -0.331)  0.023
H (-0.018, -0.423, 1.441)  0.013
H (3.356, -1.553, -1.426)  0.027
H (1.958, -2.585, -1.103)  0.033
H (1.818, -1.026, -2.031)  0.034

Properties
SMILES string: NC=O.CSC
LUMO energy: 0.79 eV
Kohn-Sham gap: 9.36 eV
Total charge: 0
Spin multiplicity: 1

=====

(ii)
Formula: C3H9NOS
Source: OMol25
Level of theory: ωB97M-V with the def2-TZVPD basis set

Each line ends with the Löwdin charge.
Atoms and positions in Å:
N (2.890, -0.152, 0.265)  0.000
C (1.636, -0.776, -0.125)  -0.261
C (0.354, 0.030, 0.221)  -0.459
O (0.577, 1.390, -0.314)  -0.078
C (-0.745, -0.571, -0.545)  -0.508
S (-2.386, -0.028, 0.147)  0.679
H (2.784, -0.055, 1.269)  0.062
H (2.951, 0.773, -0.212)  0.086
H (1.431, -1.688, 0.442)  0.123
H (1.680, -0.886, -1.189)  0.111
H (0.321, 0.052, 1.309)  0.133
H (0.213, 2.139, 0.174)  0.090
H (-0.639, -0.087, -1.480)  0.072
H (-0.607, -1.580, -0.815)  0.069
H (-2.272, -0.388, 1.494)  -0.120

Properties
SMILES string: NC[C@@H](O)CS
LUMO energy: 0.71 eV
Kohn-Sham gap: 9.77 eV
Total charge: 0
Spin multiplicity: 1

=====

Short version: (ii) is the least stable of them.

=====

(i)
Formula: C5H13N3O2
Source: OMol25
Level of theory: ωB97M-V with the def2-TZVPD basis set

Each line ends with the Löwdin charge.
Atoms and positions in Å:
C (2.253, -1.083, 0.720)  -0.112
C (0.989, -1.522, -0.002)  -0.322
N (-0.117, -1.851, 0.823)  0.020
C (-0.979, -1.183, 1.517)  -0.520
N (-1.027, 0.124, 1.851)  0.162
N (-2.037, -1.931, 2.161)  0.077
H (2.040, -1.386, 1.789)  0.086
H (2.511, -0.036, 0.707)  0.049
H (3.159, -1.647, 0.479)  0.061
H (0.754, -0.611, -0.643)  0.101
H (1.138, -2.485, -0.541)  0.109
H (-0.418, 0.710, 1.359)  0.072
H (-1.668, 0.344, 2.568)  0.085
H (-2.958, -1.834, 1.762)  0.070
H (-1.699, -2.877, 2.199)  0.067
C (0.286, 2.888, -2.122)  -0.005
C (-0.456, 1.630, -2.360)  -0.565
O (-0.709, 1.014, -3.372)  0.093
O (-1.066, 1.218, -1.226)  0.023
H (1.029, 2.860, -1.331)  0.084
H (-0.272, 3.797, -2.158)  0.082
H (1.075, 3.323, -2.763)  0.096
H (-1.828, 0.538, -1.416)  0.186

Properties
SMILES string: CCN=C(N)N.CC(=O)O
LUMO energy: 0.53 eV
Kohn-Sham gap: 8.87 eV
Total charge: 0
Spin multiplicity: 1

=====

(ii)
Formula: C5H13N3O2
Source: OMol25
Level of theory: ωB97M-V with the def2-TZVPD basis set

Each line ends with the Löwdin charge.
Atoms and positions in Å:
C (-2.610, -0.733, 0.963)  -0.047
C (-1.111, -0.946, 0.788)  -0.401
O (-0.840, -2.006, -0.117)  -0.047
C (-0.445, 0.334, 0.254)  -0.324
N (-1.045, 0.678, -1.020)  0.072
C (1.105, 0.191, 0.204)  -0.267
N (1.623, -0.710, -0.815)  0.044
C (1.742, 1.578, 0.043)  -0.529
N (2.906, 1.548, -0.631)  0.166
O (1.248, 2.593, 0.486)  0.051
H (-2.790, 0.047, 1.696)  0.084
H (-3.089, -1.651, 1.305)  0.076
H (-3.042, -0.428, 0.014)  0.076
H (-0.660, -1.191, 1.765)  0.143
H (-1.477, -2.710, 0.043)  0.095
H (-0.662, 1.151, 0.951)  0.145
H (-0.880, -0.066, -1.692)  0.074
H (-0.647, 1.542, -1.370)  0.083
H (1.439, -0.185, 1.179)  0.156
H (1.256, -0.437, -1.724)  0.081
H (1.276, -1.647, -0.633)  0.071
H (3.260, 0.657, -0.938)  0.085
H (3.441, 2.391, -0.752)  0.112

Properties
SMILES string: C[C@@H](O)[C@H](N)[C@@H](N)C(N)=O
LUMO energy: 0.70 eV
Kohn-Sham gap: 9.74 eV
Total charge: 0
Spin multiplicity: 1

=====

(iii)
Formula: C5H13N3O2
Source: OMol25
Level of theory: ωB97M-V with the def2-TZVPD basis set

Each line ends with the Löwdin charge.
Atoms and positions in Å:
N (2.082, 1.609, -0.825)  -0.020
N (3.131, 0.708, -0.603)  -0.046
C (3.164, 0.150, 0.528)  -0.247
N (4.098, -0.865, 0.844)  -0.067
O (4.804, -1.261, -0.349)  -0.083
H (1.932, 1.622, -1.816)  0.061
H (1.226, 1.305, -0.330)  0.063
H (2.512, 0.415, 1.373)  0.127
H (3.623, -1.705, 1.174)  0.118
H (5.629, -0.743, -0.301)  0.097
C (-2.026, 1.328, 0.342)  -0.114
C (-3.233, 0.411, 0.149)  -0.274
C (-2.899, -1.067, 0.260)  -0.184
C (-1.881, -1.538, -0.758)  -0.273
O (-0.846, -2.125, -0.522)  0.042
H (-1.527, 1.083, 1.287)  0.081
H (-2.364, 2.377, 0.348)  0.078
H (-1.303, 1.262, -0.468)  0.056
H (-3.961, 0.683, 0.917)  0.106
H (-3.702, 0.638, -0.826)  0.113
H (-3.814, -1.657, 0.149)  0.119
H (-2.479, -1.290, 1.248)  0.119
H (-2.166, -1.339, -1.819)  0.128

Properties
SMILES string: N/N=C/NO.CCCC=O
LUMO energy: 0.82 eV
Kohn-Sham gap: 9.09 eV
Total charge: 0
Spin multiplicity: 1

=====

Short version: (iii) is the least stable of them.

=====

(i)
Formula: C2H3NS
Source: OMol25
Level of theory: ωB97M-V with the def2-TZVPD basis set

Each line ends with the Löwdin charge.
Atoms and positions in Å:
C (1.138, 0.567, -0.068)  -0.024
N (0.100, 0.059, 0.390)  -0.070
C (-1.107, -0.481, 0.028)  -0.789
S (-2.550, 0.196, 0.279)  0.599
H (2.049, 0.459, 0.615)  0.103
H (1.338, 0.840, -1.083)  0.072
H (-0.968, -1.640, -0.160)  0.108

Properties
SMILES string: C=NC=S
LUMO energy: 0.22 eV
Kohn-Sham gap: 8.88 eV
Total charge: 0
Spin multiplicity: 1

=====

(ii)
Formula: C2H3NS
Source: OMol25
Level of theory: ωB97M-V with the def2-TZVPD basis set

Each line ends with the Löwdin charge.
Atoms and positions in Å:
C (2.414, 0.462, 0.134)  0.049
C (-0.208, 0.131, 0.403)  0.008
N (-1.356, 0.288, 0.228)  -0.523
S (-2.971, 0.207, 0.065)  0.828
H (2.771, -0.403, 0.814)  -0.073
H (2.064, -0.152, -0.736)  -0.122
H (-2.714, -0.534, -0.908)  -0.167

Properties
LUMO energy: -0.01 eV
Kohn-Sham gap: 9.00 eV
Total charge: 0
Spin multiplicity: 1

=====

(iii)
Formula: C2H3NS
Source: OMol25
Level of theory: ωB97M-V with the def2-TZVPD basis set

Each line ends with the Löwdin charge.
Atoms and positions in Å:
C (-1.589, -0.941, -0.229)  0.053
C (-1.115, 0.146, 0.133)  -0.790
N (2.054, 0.576, 0.186)  0.045
S (-0.513, 1.639, 0.360)  0.749
H (-2.190, -1.810, -0.257)  0.017
H (1.598, 0.766, -0.740)  -0.067
H (1.754, -0.376, 0.548)  -0.007

Properties
LUMO energy (alpha / beta): -2.94 / -2.94 eV
Kohn-Sham gap (alpha / beta): 6.19 / 6.19 eV
Total charge: 0
Spin multiplicity: 1

=====

Short version: (ii) is the least stable of them.

=====

(i)
Formula: C4H9NP
Source: OMol25
Level of theory: ωB97M-V with the def2-TZVPD basis set

Each line ends with the Löwdin charge.
Atoms and positions in Å:
N (0.478, -1.731, -0.515)  0.160
C (-0.167, -0.863, 0.507)  -0.451
C (0.683, 0.409, 0.604)  -0.185
C (-0.064, 1.507, -0.123)  -0.237
C (-1.486, 1.111, -0.420)  -0.418
P (-2.053, -0.359, 0.026)  1.026
H (0.931, -2.567, -0.093)  0.188
H (1.324, -1.148, -0.651)  0.136
H (-0.056, -1.878, -1.407)  0.182
H (-0.285, -1.320, 1.421)  0.069
H (1.674, 0.126, 0.153)  0.120
H (0.975, 0.589, 1.622)  0.122
H (0.528, 2.027, -0.903)  0.133
H (-0.253, 2.343, 0.558)  0.123
H (-2.229, 1.754, -0.778)  0.033

Properties
SMILES string: [NH3+][C@H]1CCC=P1
LUMO energy: -3.85 eV
Kohn-Sham gap: 9.80 eV
Total charge: +1
Spin multiplicity: 1

=====

(ii)
Formula: C4H9NP
Source: OMol25
Level of theory: ωB97M-V with the def2-TZVPD basis set

Each line ends with the Löwdin charge.
Atoms and positions in Å:
C (-2.675, -0.077, -0.406)  -0.165
C (-1.363, -0.005, 0.094)  -0.358
P (-0.307, 1.548, 0.665)  0.968
C (1.316, 0.428, 0.916)  -0.446
C (1.297, -0.601, -0.183)  -0.096
N (2.316, 0.537, -0.155)  0.120
H (-2.588, -0.696, -1.313)  0.114
H (-3.055, 0.835, -0.829)  0.086
H (-3.357, -0.634, 0.187)  0.096
H (-0.823, -0.947, 0.358)  0.059
H (1.666, 0.189, 1.911)  0.113
H (1.802, -1.532, 0.111)  0.136
H (0.428, -0.715, -0.806)  0.076
H (3.252, 0.393, 0.185)  0.178
H (2.091, 1.279, -0.735)  0.119

Properties
SMILES string: C/C=P/[C@H]1C[NH2+]1
LUMO energy (alpha / beta): -4.67 / -4.67 eV
Kohn-Sham gap (alpha / beta): 8.03 / 8.03 eV
Total charge: +1
Spin multiplicity: 1

=====

Short version: (ii) is the least stable of them.

=====

(i)
Formula: C10H14Cl2GeIrSSe2Te2
Source: OMol25
Level of theory: ωB97M-V with the def2-TZVPD basis set

Each line ends with the Löwdin charge.
Atoms and positions in Å:
Ir (0.786, 0.922, 0.224)  0.253
Cl (-1.216, -1.105, 1.306)  0.653
C (-0.829, -0.940, 2.998)  -0.646
C (-1.312, -1.941, 3.824)  -0.138
C (-1.093, -1.884, 5.188)  -0.107
C (-0.389, -0.811, 5.710)  -0.141
C (0.091, 0.174, 4.866)  -0.687
Cl (0.960, 1.483, 5.617)  0.629
C (-0.091, 0.160, 3.467)  -0.697
S (0.591, 1.458, 2.509)  0.449
H (-1.864, -2.759, 3.381)  0.095
H (-1.468, -2.665, 5.837)  0.096
H (-0.201, -0.727, 6.772)  0.093
Se (2.284, 2.746, -0.374)  -0.147
Te (4.593, 2.097, -0.952)  0.106
Te (4.587, -0.538, -0.398)  0.092
Se (2.156, -1.062, -0.095)  -0.214
C (-1.687, 1.034, -4.289)  -0.242
Ge (-0.419, 0.396, -2.909)  0.672
C (1.391, 0.723, -3.588)  -0.245
C (-0.720, -1.536, -2.731)  -0.237
C (-0.732, 1.303, -1.218)  -0.555
H (-1.525, 0.520, -5.240)  0.004
H (-1.564, 2.106, -4.454)  0.007
H (-2.717, 0.856, -3.973)  0.006
H (1.512, 0.301, -4.589)  0.012
H (2.132, 0.273, -2.924)  -0.032
H (1.588, 1.796, -3.634)  0.010
H (-0.600, -2.033, -3.696)  0.010
H (-1.733, -1.728, -2.371)  0.012
H (-0.011, -1.973, -2.026)  -0.030
H (-1.700, 0.975, -0.824)  -0.043
H (-0.801, 2.378, -1.414)  -0.038

Properties
LUMO energy (alpha / beta): 2.29 / 1.02 eV
Kohn-Sham gap (alpha / beta): 5.61 / 5.58 eV
Total charge: -1
Spin multiplicity: 5

=====

(ii)
Formula: C10H14Cl2GeIrSSe2Te2
Source: OMol25
Level of theory: ωB97M-V with the def2-TZVPD basis set

Each line ends with the Löwdin charge.
Atoms and positions in Å:
Ir (0.956, 1.636, 0.801)  0.287
Cl (-0.035, 1.238, -1.797)  0.691
C (1.038, -0.015, -2.356)  -0.634
C (0.644, -0.710, -3.486)  -0.126
C (1.461, -1.705, -3.996)  -0.101
C (2.663, -1.983, -3.366)  -0.133
C (3.031, -1.274, -2.237)  -0.683
Cl (4.557, -1.681, -1.505)  0.640
C (2.236, -0.262, -1.675)  -0.688
S (2.780, 0.631, -0.268)  0.432
H (-0.297, -0.464, -3.958)  0.099
H (1.164, -2.255, -4.878)  0.098
H (3.324, -2.753, -3.742)  0.096
Se (2.507, 4.644, -1.751)  -0.234
Te (2.899, 4.130, 0.564)  0.036
Te (1.285, 5.749, 1.997)  -0.046
Se (-0.424, 3.235, 1.846)  -0.116
C (-2.018, -2.282, 2.026)  -0.239
Ge (-1.680, -0.348, 1.797)  0.683
C (-2.293, 0.512, 3.446)  -0.248
C (-2.795, 0.256, 0.305)  -0.244
C (0.242, -0.153, 1.478)  -0.552
H (-3.081, -2.466, 2.193)  0.006
H (-1.465, -2.671, 2.883)  0.010
H (-1.707, -2.840, 1.141)  0.009
H (-3.281, 0.130, 3.713)  0.011
H (-2.351, 1.593, 3.327)  -0.041
H (-1.606, 0.297, 4.265)  0.017
H (-3.825, -0.066, 0.467)  0.011
H (-2.444, -0.157, -0.640)  -0.006
H (-2.777, 1.344, 0.233)  0.001
H (0.546, -0.916, 0.753)  -0.027
H (0.746, -0.390, 2.423)  -0.009

Properties
LUMO energy (alpha / beta): 2.44 / 0.87 eV
Kohn-Sham gap (alpha / beta): 6.20 / 5.28 eV
Total charge: -1
Spin multiplicity: 5

=====

Short version: (ii) is the least stable of them.